1.
{"formula": "C24H44F9N2O8PS2", "method": "wB97M-V/def2-TZVPD", "symbols": ["C", "C", "P", "S", "C", "C", "O", "C", "C", "C", "F", "F", "C", "F", "F", "S", "F", "F", "F", "F", "F", "C", "C", "O", "O", "C", "C", "O", "H", "H", "H", "H", "H", "H", "H", "H", "H", "H", "H", "H", "H", "H", "C", "O", "C", "C", "N", "C", "C", "O", "C", "H", "H", "H", "H", "H", "H", "H", "H", "H", "H", "H", "H", "H", "H", "H", "C", "O", "C", "C", "N", "C", "C", "O", "C", "H", "H", "H", "H", "H", "H", "H", "H", "H", "H", "H", "H", "H", "H", "H"], "xyz": [[3.691, -2.656, -1.977], [2.786, -2.210, -1.305], [1.433, -1.583, -0.207], [2.592, -2.355, 1.506], [0.045, -2.815, 0.302], [-0.079, -4.039, -0.686], [0.344, -5.153, -0.480], [1.375, 0.121, 0.610], [2.114, 1.284, -0.210], [3.662, 1.357, 0.106], [4.256, 0.094, 0.208], [3.719, 1.853, 1.439], [4.486, 2.389, -0.747], [3.995, 3.669, -0.497], [5.793, 2.364, -0.270], [4.531, 2.161, -2.594], [3.961, 0.632, -2.562], [6.062, 1.517, -2.477], [5.275, 3.644, -2.724], [3.067, 2.837, -2.836], [4.682, 2.019, -4.219], [0.485, -1.029, -1.765], [-0.784, -0.153, -1.509], [-0.686, 1.051, -1.679], [-2.043, -0.665, -1.137], [-3.046, -0.121, -2.006], [-4.306, 0.497, -1.277], [-2.906, -0.182, -3.194], [4.593, -3.110, -2.448], [1.911, -2.091, 2.672], [0.329, -3.261, 1.302], [-0.942, -2.286, 0.489], [-0.647, -3.838, -1.660], [1.970, 0.030, 1.570], [0.338, 0.437, 0.952], [1.869, 1.288, -1.304], [1.684, 2.249, 0.206], [1.225, -0.471, -2.420], [0.145, -1.904, -2.409], [-5.195, 0.295, -1.926], [-4.378, -0.062, -0.291], [-4.120, 1.584, -1.058], [-7.542, -3.855, -6.704], [-7.475, -4.789, -5.641], [-6.418, -5.736, -5.788], [-5.350, -5.514, -4.723], [-4.607, -4.280, -4.970], [-3.737, -3.882, -3.863], [-4.410, -3.513, -2.535], [-5.188, -2.323, -2.595], [-6.523, -2.507, -3.042], [-8.452, -3.266, -6.583], [-6.689, -3.169, -6.680], [-7.582, -4.359, -7.674], [-5.986, -5.720, -6.794], [-6.859, -6.725, -5.631], [-4.654, -6.359, -4.727], [-5.851, -5.485, -3.749], [-5.264, -3.527, -5.140], [-3.172, -3.010, -4.206], [-3.007, -4.678, -3.683], [-3.610, -3.306, -1.817], [-4.990, -4.338, -2.108], [-6.926, -3.481, -2.754], [-6.581, -2.371, -4.124], [-7.139, -1.731, -2.584], [5.675, 4.682, 4.272], [5.614, 4.842, 5.678], [4.949, 6.037, 6.082], [3.629, 5.706, 6.770], [2.650, 5.193, 5.813], [1.452, 4.630, 6.437], [1.631, 3.382, 7.309], [2.022, 2.223, 6.584], [3.421, 2.092, 6.380], [6.314, 3.826, 4.054], [4.682, 4.477, 3.858], [6.102, 5.566, 3.789], [4.799, 6.730, 5.248], [5.601, 6.529, 6.809], [3.230, 6.609, 7.242], [3.838, 4.970, 7.555], [3.083, 4.467, 5.254], [0.766, 4.374, 5.623], [0.960, 5.411, 7.027], [0.651, 3.145, 7.736], [2.296, 3.552, 8.163], [4.001, 2.516, 7.204], [3.710, 2.549, 5.431], [3.650, 1.027, 6.311]], "atomic_forces_ev_per_a": [[0.6, -0.3, 0.2], [-0.1, 0.1, 0.6], [-1.2, -0.7, 0.2], [1.7, -0.8, 1.0], [-0.3, -1.0, 0.9], [-0.5, 0.3, -0.3], [-0.3, 1.3, 0.2], [1.3, 1.1, 0.7], [-0.6, 0.5, 0.3], [-1.6, -1.0, 2.0], [-0.6, 2.2, -0.9], [0.3, -0.4, -1.8], [1.2, 1.3, 2.5], [0.5, -2.3, -0.5], [-2.3, 0.2, -0.9], [2.9, 0.2, -3.3], [-0.1, 1.8, 0.3], [-2.0, 0.5, -0.2], [-1.4, -1.7, 0.3], [1.5, -1.1, 0.7], [-0.5, 0.1, 1.8], [-1.3, -0.3, -1.1], [1.2, 1.9, -0.9], [-0.3, -1.5, 0.5], [0.8, 0.3, -0.8], [-1.4, 0.7, -0.5], [1.3, -1.3, 0.4], [0.0, 0.0, 1.3], [-1.4, 0.7, 0.5], [0.0, 0.1, -1.0], [-0.2, 0.5, -1.4], [1.0, -0.5, -0.9], [0.6, 0.0, 0.9], [-0.8, 0.0, -1.2], [1.0, -0.5, -1.0], [0.4, -0.2, 1.1], [0.7, -1.0, -0.6], [-1.2, -0.2, 0.8], [0.6, 0.8, 1.0], [0.9, 0.4, 0.7], [-0.2, 0.8, -1.1], [-0.2, -1.1, -0.4], [-0.1, 0.0, 0.2], [0.2, 0.1, -0.4], [0.0, -0.3, 0.5], [-0.1, 0.4, -0.3], [0.0, -0.2, 0.2], [-0.1, 0.2, -0.2], [0.4, 0.1, 0.0], [-0.1, -0.4, 0.1], [0.1, 0.4, 0.0], [0.0, -0.1, 0.1], [0.0, 0.0, -0.2], [0.1, 0.0, 0.0], [0.0, 0.2, 0.1], [0.0, 0.0, 0.0], [0.0, 0.0, 0.0], [-0.1, -0.2, 0.0], [0.1, -0.1, -0.1], [0.0, 0.0, 0.1], [-0.1, 0.0, 0.0], [0.0, 0.0, 0.0], [-0.1, 0.0, -0.1], [0.0, 0.0, -0.1], [-0.2, -0.2, 0.0], [0.1, 0.0, 0.0], [0.0, -0.2, 0.1], [-0.1, 0.2, -0.3], [0.0, -0.1, 0.6], [0.0, -0.2, -0.4], [0.0, 0.0, 0.2], [0.1, -0.1, -0.2], [-0.4, 0.0, -0.1], [0.2, 0.2, 0.3], [-0.3, -0.3, -0.2], [0.0, 0.0, 0.1], [0.0, 0.1, -0.2], [-0.1, 0.0, 0.0], [-0.1, -0.2, -0.1], [0.0, 0.0, 0.0], [0.0, 0.0, 0.0], [0.1, 0.1, 0.2], [0.0, 0.1, 0.0], [0.0, 0.0, 0.1], [0.1, 0.0, 0.0], [0.0, 0.0, 0.0], [0.2, 0.0, -0.1], [0.0, 0.1, -0.1], [0.2, 0.1, 0.1], [-0.1, 0.0, 0.0]], "mulliken_charge": [0.511, -1.351, 1.064, -0.420, -0.636, 0.065, -0.486, -1.222, -1.028, 0.921, -0.268, -0.300, 0.555, -0.266, -0.261, 1.191, -0.257, -0.322, -0.325, -0.286, -0.305, -1.305, 0.244, -0.564, -0.237, 0.905, -1.120, -0.475, 0.397, 0.184, 0.631, 0.341, 0.188, 0.806, 0.401, 0.480, 0.500, 0.577, 0.600, 0.241, 0.262, 0.364, -0.714, -0.340, -0.804, -0.180, -0.289, -0.782, -0.499, -0.312, -0.675, 0.240, 0.305, 0.341, 0.411, 0.395, 0.363, 0.182, 0.113, 0.357, 0.419, 0.227, 0.389, 0.324, 0.229, 0.303, -0.697, -0.353, -0.778, -0.199, -0.300, -0.676, -0.486, -0.405, -0.437, 0.233, 0.275, 0.371, 0.393, 0.390, 0.388, 0.180, 0.021, 0.362, 0.396, 0.344, 0.346, 0.281, 0.073, 0.288], "smiles": "C#CP(S)(CC=O)(CCC(F)(F)C(F)(F)S(F)(F)(F)(F)F)CC(=O)OC(C)=O.COCCNCCOC.COCCNCCOC", "homo_lumo_gap_ev": 8.020, "multiplicity": 1}

2.
{"formula": "C24H44GeN4O5PtSi3", "method": "wB97M-V/def2-TZVPD", "symbols": ["Pt", "O", "N", "O", "N", "C", "N", "O", "H", "H", "H", "H", "C", "O", "C", "C", "C", "C", "C", "C", "N", "C", "C", "C", "C", "C", "C", "C", "O", "H", "H", "H", "H", "H", "H", "H", "H", "H", "H", "H", "H", "H", "C", "Si", "C", "C", "Ge", "Si", "C", "C", "C", "Si", "C", "C", "C", "H", "H", "H", "H", "H", "H", "H", "H", "H", "H", "H", "H", "H", "H", "H", "H", "H", "H", "H", "H", "H", "H", "H", "H", "H", "H", "H"], "xyz": [[-0.381, -0.542, -0.413], [0.184, -2.559, 1.965], [-1.030, -2.103, 2.297], [-1.472, -1.252, 1.596], [-3.914, -0.731, -0.752], [-3.440, -1.994, -0.870], [-4.329, -2.982, -1.033], [-2.210, -2.236, -0.852], [-4.900, -0.551, -0.678], [-3.259, 0.004, -0.516], [-5.322, -2.828, -1.064], [-3.988, -3.920, -1.149], [-1.283, 5.796, 0.560], [-2.081, 4.625, 0.346], [-2.108, 3.688, 1.308], [-1.265, 3.660, 2.417], [-1.414, 2.670, 3.379], [-2.393, 1.694, 3.262], [-3.234, 1.714, 2.162], [-3.081, 2.687, 1.191], [-4.018, 2.753, 0.106], [-3.779, 2.915, -1.166], [-2.539, 2.810, -1.861], [-2.410, 3.619, -3.010], [-1.216, 3.721, -3.680], [-0.123, 2.986, -3.220], [-0.242, 2.136, -2.136], [-1.455, 1.989, -1.458], [-1.628, 1.079, -0.509], [-1.506, 6.461, -0.268], [-0.221, 5.548, 0.550], [-1.550, 6.279, 1.500], [-0.531, 4.440, 2.555], [-0.782, 2.695, 4.258], [-2.529, 0.950, 4.035], [-4.019, 0.973, 2.058], [-4.987, 2.845, 0.390], [-4.651, 3.201, -1.747], [-3.265, 4.199, -3.338], [-1.122, 4.364, -4.543], [0.828, 3.072, -3.730], [0.614, 1.557, -1.797], [3.447, -3.702, 2.589], [2.895, -3.789, 0.821], [1.662, -5.158, 0.496], [4.198, -3.585, -0.479], [1.160, -2.015, 0.460], [0.077, -1.717, -2.504], [0.139, -3.568, -2.376], [1.771, -1.079, -2.974], [-1.266, -0.929, -3.524], [3.584, 0.263, 2.311], [5.244, -0.061, 1.644], [3.079, -0.331, 3.955], [2.544, 1.528, 1.509], [3.821, -4.699, 2.845], [2.625, -3.488, 3.272], [4.268, -3.005, 2.757], [1.807, -5.920, 1.268], [1.853, -5.618, -0.474], [0.608, -4.879, 0.546], [4.935, -4.386, -0.358], [4.743, -2.642, -0.406], [3.782, -3.681, -1.483], [1.144, -3.911, -2.115], [-0.090, -3.992, -3.359], [-0.593, -3.972, -1.678], [2.566, -1.562, -2.399], [1.883, 0.001, -2.880], [1.942, -1.324, -4.030], [-2.078, -0.510, -2.931], [-1.705, -1.690, -4.176], [-0.839, -0.142, -4.146], [5.722, -0.951, 2.051], [5.848, 0.805, 1.965], [5.278, -0.061, 0.553], [3.698, -1.134, 4.350], [2.021, -0.603, 4.000], [3.197, 0.538, 4.621], [2.717, 1.626, 0.437], [2.882, 2.471, 1.970], [1.479, 1.439, 1.728]], "atomic_forces_ev_per_a": [[0.2, -0.3, -0.5], [0.3, 0.0, 0.2], [-0.2, -0.1, 0.1], [-0.1, 0.1, 0.3], [0.1, -0.2, 0.0], [-0.3, 0.4, 0.0], [0.1, -0.1, 0.0], [0.3, 0.1, 0.1], [0.0, -0.1, 0.0], [0.0, 0.0, -0.1], [0.0, 0.0, 0.0], [0.0, 0.0, 0.0], [0.0, 0.0, 0.0], [0.0, 0.1, 0.0], [0.0, 0.0, 0.0], [0.0, 0.0, 0.0], [0.0, 0.0, 0.0], [0.0, 0.0, 0.0], [0.0, 0.0, 0.0], [0.0, 0.0, 0.0], [0.0, 0.0, 0.0], [0.0, 0.0, 0.0], [-0.1, 0.0, 0.0], [-0.1, 0.0, 0.0], [0.0, 0.0, 0.0], [0.0, 0.0, 0.0], [0.0, 0.0, 0.0], [0.0, 0.0, 0.0], [-0.1, 0.1, -0.1], [0.0, 0.0, 0.0], [0.0, 0.0, 0.0], [0.0, 0.0, 0.0], [0.0, 0.0, 0.0], [0.0, 0.0, 0.0], [0.0, 0.0, 0.0], [0.0, 0.0, 0.0], [0.0, 0.0, 0.0], [0.0, 0.0, 0.0], [0.0, 0.0, 0.0], [0.0, 0.0, 0.0], [0.0, 0.0, 0.0], [0.0, 0.0, 0.0], [0.0, 0.0, 0.0], [-0.2, 0.0, -0.1], [0.1, -0.1, 0.1], [0.1, -0.1, 0.1], [-0.4, -0.4, -0.2], [0.2, 0.4, 0.0], [-0.1, 0.0, 0.0], [0.0, -0.1, 0.0], [0.0, -0.2, 0.0], [0.3, 0.3, 0.3], [0.0, 0.0, -0.1], [-0.1, 0.0, 0.0], [-0.1, 0.0, -0.1], [0.0, 0.0, 0.0], [0.0, 0.0, 0.0], [0.0, 0.0, 0.0], [0.0, 0.0, 0.0], [0.0, 0.0, 0.0], [0.0, 0.0, 0.0], [0.0, 0.0, 0.0], [0.0, 0.0, 0.0], [0.0, 0.0, 0.0], [0.0, 0.0, 0.0], [0.0, 0.0, 0.0], [0.0, 0.0, 0.0], [0.0, 0.0, 0.0], [0.0, 0.0, 0.0], [0.0, 0.0, 0.0], [0.0, 0.0, 0.0], [0.0, 0.0, 0.0], [0.0, 0.0, 0.0], [0.0, 0.0, 0.0], [0.0, 0.0, 0.0], [0.0, 0.0, 0.0], [0.0, 0.0, 0.0], [0.0, 0.0, 0.0], [0.0, 0.0, 0.0], [0.0, 0.0, 0.0], [0.0, 0.0, 0.0], [0.0, 0.0, 0.0]], "mulliken_charge": [1.302, -0.312, 0.024, -0.039, -0.164, 0.418, -0.433, -0.438, 0.277, -0.153, 0.177, 0.258, -1.048, -0.325, 1.094, -0.761, -0.772, -1.043, -0.148, -0.193, 0.216, -0.812, 0.975, -0.697, -1.117, -0.713, -0.884, 1.275, -1.747, 0.278, 0.388, 0.410, 0.550, 0.541, 0.550, 0.416, 0.329, 0.644, 0.455, 0.466, 0.497, 0.309, -1.017, 0.403, -1.162, -0.965, 1.200, 0.337, -1.045, -1.049, -0.999, 0.153, -0.936, -0.910, -0.633, 0.466, 0.350, 0.248, 0.473, 0.355, 0.374, 0.425, 0.296, 0.318, 0.196, 0.536, 0.338, 0.211, 0.284, 0.438, 0.107, 0.529, 0.333, 0.368, 0.438, 0.380, 0.395, 0.372, 0.446, 0.356, 0.486, 0.058], "s_squared": 0.754, "homo_lumo_gap_ev": [5.390, 5.337], "multiplicity": 2, "e_above_lowest_kcal_mol": 0.00, "charge": 3}

no.,electronic energy (Eh)
1,-3688.4879
2,-4599.9106